The following is a quantum chemistry calculation of a 2-piece molecular cluster, C3H11NOS overall in a non-equilibrium geometry, from OMol25.

ORCA input file:
```
! wB97M-V def2-TZVPD RIJCOSX def2/J DEFGRID3
* xyz 0 1
C -0.6698 -1.0394 -1.8290
N -0.0859 -0.9243 -0.5021
C 0.6304 0.3411 -0.4186
C 1.3895 0.6411 0.9191
S 0.4298 1.6022 2.2392
H 0.0977 -1.3693 -2.5536
H -1.3929 -1.8766 -1.8379
H -1.2281 -0.1601 -2.2355
H 0.5700 -1.7062 -0.4372
H -0.0536 1.1943 -0.5349
H 1.3579 0.4576 -1.2392
H 2.0994 1.4567 0.7857
H 1.8756 -0.2492 1.2937
H 0.4292 2.8036 1.6237
O -2.0529 -0.6876 1.6606
H -1.8238 0.0482 2.2312
H -1.5726 -0.5322 0.8346
*
```

Summary:
- energy above the lowest of the compared OMol25 structures with the same formula, charge and spin (kcal/mol) = 22.6

Population analysis type Löwdin, resulting atomic charges in e: C -0.144; N -0.150; C -0.315; C -0.463; S 0.671; H 0.078; H 0.082; H 0.097; H 0.123; H 0.105; H 0.111; H 0.037; H 0.067; H -0.145; O -0.099; H -0.033; H -0.022

=====

The following is a quantum chemistry calculation of a 2-piece molecular cluster, C3H11NOS overall in a non-equilibrium geometry, from OMol25.

ORCA input file:
```
! wB97M-V def2-TZVPD RIJCOSX def2/J DEFGRID3
* xyz 0 1
C -1.2411 0.5584 -0.9191
S -1.4549 0.9498 0.9684
C -2.9317 -0.0239 1.6498
H -0.3037 1.1203 -1.3197
H -2.0595 0.9771 -1.4942
H -1.2296 -0.4998 -1.1136
H -3.1856 0.5433 2.5755
H -3.7488 0.0180 0.9156
H -2.5104 -1.0137 1.9778
N 1.7950 -0.9553 -1.1781
C 2.1044 -0.0930 -0.0220
O 3.2918 0.7291 -0.2144
H 1.9074 -0.4759 -2.0595
H 1.9657 -1.9720 -0.9384
H 1.2670 0.5873 0.2003
H 2.2628 -0.7189 0.8720
H 4.0711 0.2692 0.0995
*
```

Summary:
- energy above the lowest of the compared OMol25 structures with the same formula, charge and spin (kcal/mol) = 36.8

Population analysis type Löwdin, resulting atomic charges in e: C -0.382; S 0.654; C -0.399; H 0.055; H 0.004; H 0.008; H 0.023; H 0.027; H 0.032; N 0.000; C -0.326; O -0.088; H 0.066; H 0.095; H 0.051; H 0.115; H 0.064

=====

The following is a quantum chemistry calculation of a 2-piece molecular cluster, C3H11NOS overall in a non-equilibrium geometry, from OMol25.

ORCA input file:
```
! wB97M-V def2-TZVPD RIJCOSX def2/J DEFGRID3
* xyz 0 1
C 1.6573 -0.1942 -1.5264
C 0.7200 -0.5690 -0.3930
N -0.7059 -0.4864 -0.8353
C 1.1115 0.2889 0.8127
S 0.8360 -0.4615 2.4543
H 2.7042 -0.0905 -1.1270
H 1.7792 -0.7819 -2.3964
H 1.3050 0.8468 -1.5506
H 1.0146 -1.6011 -0.2148
H -0.9011 -0.9210 -1.7250
H -1.2620 -1.0099 -0.1286
H 0.6425 1.2601 0.7419
H 2.1264 0.4899 0.7243
H -0.4396 -0.0853 2.5818
O -3.6652 0.7612 0.8642
H -3.6974 1.3565 0.0847
H -3.2256 1.1974 1.6332
*
```

Summary:
- energy above the lowest of the compared OMol25 structures with the same formula, charge and spin (kcal/mol) = 23.8

Population analysis type Löwdin, resulting atomic charges in e: C -0.084; C -0.542; N 0.034; C -0.540; S 0.709; H 0.088; H 0.062; H 0.087; H 0.112; H 0.061; H 0.078; H 0.080; H 0.030; H -0.171; O -0.098; H 0.047; H 0.046

=====

The following is a quantum chemistry calculation of a 2-piece molecular cluster, C3H11NOS overall in a non-equilibrium geometry, from OMol25.

ORCA input file:
```
! wB97M-V def2-TZVPD RIJCOSX def2/J DEFGRID3
* xyz 0 1
C 1.5249 -1.4270 1.0097
C 0.6182 -0.3311 0.2316
N 0.1776 0.6009 1.2194
C -0.5851 -0.8748 -0.6934
S -0.9103 -0.0392 -2.3391
H 1.6167 -1.0535 2.0527
H 0.9409 -2.3897 1.0803
H 2.5997 -1.8057 0.5855
H 1.3661 0.0208 -0.5201
H -0.4532 1.2528 0.7765
H -0.3931 0.0957 1.8170
H -1.5405 -0.8414 -0.1803
H -0.2851 -1.8662 -1.0455
H 0.3413 0.2520 -2.5403
O -1.8476 2.4135 -0.4022
H -1.8662 3.2183 0.1193
H -1.3044 2.7744 -1.1711
*
```

Summary:
- energy above the lowest of the compared OMol25 structures with the same formula, charge and spin (kcal/mol) = 32.1

Population analysis type Löwdin, resulting atomic charges in e: C -0.077; C -0.475; N 0.024; C -0.468; S 0.682; H 0.057; H 0.059; H 0.113; H 0.109; H 0.034; H 0.046; H 0.058; H 0.043; H -0.189; O -0.113; H 0.033; H 0.066

=====

The following is a quantum chemistry calculation of a 2-piece molecular cluster, C3H11NOS2 overall in a non-equilibrium geometry, from OMol25.

ORCA input file:
```
! wB97M-V def2-TZVPD RIJCOSX def2/J DEFGRID3
* xyz 0 1
C -0.5571 -2.1368 0.7696
C -0.2299 -0.7327 0.1484
N -1.2130 -0.4734 -0.9983
C -0.3127 0.5146 1.0760
S 1.4008 1.0884 1.3863
S 1.4455 3.0713 1.6890
H -1.5248 -2.1613 1.4256
H -0.6656 -2.7261 -0.1538
H 0.1758 -2.5895 1.5529
H 0.8776 -0.8882 -0.1296
H -1.0285 -1.1700 -1.6648
H -2.1444 -0.6688 -0.6791
H -0.7915 1.3362 0.6968
H -0.7888 0.2612 2.0261
H 1.6940 3.5813 0.4372
O 1.2077 1.4256 -2.8384
H 0.4388 1.0843 -2.2371
H 2.0159 1.1840 -2.5066
*
```

Summary:
- energy above the lowest of the compared OMol25 structures with the same formula, charge and spin (kcal/mol) = 26.3

Population analysis type Löwdin, resulting atomic charges in e: C -0.099; C -0.482; N 0.033; C -0.491; S 0.384; S 0.284; H 0.098; H 0.062; H 0.099; H 0.117; H 0.040; H 0.067; H 0.024; H 0.074; H -0.173; O -0.071; H 0.069; H -0.035

=====

The following is a quantum chemistry calculation of a 2-piece molecular cluster, C3H11NOS2 overall in a non-equilibrium geometry, from OMol25.

ORCA input file:
```
! wB97M-V def2-TZVPD RIJCOSX def2/J DEFGRID3
* xyz 0 1
C 1.7499 -0.4451 0.6725
C 0.4947 0.4929 0.5519
N -0.3558 0.4319 -0.6642
C -0.5023 0.1330 1.6355
S -2.2724 0.8360 1.3417
S -2.0338 2.8498 1.8399
H 1.5494 -1.3797 0.0872
H 2.6539 -0.1588 0.3170
H 1.9586 -0.9769 1.6416
H 0.8056 1.5771 0.6769
H -0.2173 -0.3870 -1.3077
H -0.1977 1.2363 -1.2470
H -0.7657 -0.9033 1.8696
H -0.2269 0.6247 2.6241
H -1.4410 2.4175 3.0923
O -0.5771 -1.8990 -4.1882
H -0.5385 -1.8757 -5.1585
H -0.0834 -2.5737 -3.7849
*
```

Summary:
- energy above the lowest of the compared OMol25 structures with the same formula, charge and spin (kcal/mol) = 36.1

Population analysis type Löwdin, resulting atomic charges in e: C -0.058; C -0.477; N -0.041; C -0.485; S 0.356; S 0.228; H 0.081; H 0.018; H 0.089; H 0.140; H 0.091; H 0.061; H 0.065; H 0.066; H -0.137; O -0.046; H 0.049; H -0.001

=====

The following is a quantum chemistry calculation of a 2-piece molecular cluster, C3H11NOS2 overall in a non-equilibrium geometry, from OMol25.

ORCA input file:
```
! wB97M-V def2-TZVPD RIJCOSX def2/J DEFGRID3
* xyz 0 1
C 1.6060 0.9967 -1.4407
C 0.7906 1.6332 -0.3314
N 0.6098 3.0628 -0.5543
C -0.5675 0.9733 -0.1000
S -0.4637 -0.7849 0.3180
S -0.9948 -1.7849 -1.4015
H 2.6564 1.1929 -1.2236
H 1.5414 -0.0870 -1.4655
H 1.3820 1.3322 -2.4346
H 1.2927 1.5183 0.6361
H -0.3307 3.3573 -0.3311
H 0.8325 3.3692 -1.4890
H -0.9658 1.4166 0.8068
H -1.2568 1.0891 -0.9352
H 0.1045 -1.5138 -2.1212
O 0.4498 -0.8791 4.0401
H 0.7177 0.0132 3.8009
H 1.1411 -1.4160 3.6429
*
```

Summary:
- energy above the lowest of the compared OMol25 structures with the same formula, charge and spin (kcal/mol) = 5.7

Population analysis type Löwdin, resulting atomic charges in e: C -0.078; C -0.530; N 0.032; C -0.540; S 0.434; S 0.328; H 0.083; H 0.028; H 0.075; H 0.120; H 0.063; H 0.065; H 0.066; H 0.076; H -0.213; O -0.065; H 0.026; H 0.030

=====

The following is a quantum chemistry calculation of a 2-piece molecular cluster, C3H11NOS2 overall in a non-equilibrium geometry, from OMol25.

ORCA input file:
```
! wB97M-V def2-TZVPD RIJCOSX def2/J DEFGRID3
* xyz 0 1
N -2.0923 -0.8848 1.5255
C -1.3672 0.1991 1.0453
C -1.2371 0.3828 -0.4220
C 0.2277 0.1337 -1.0302
S 0.8516 -1.5007 -0.4023
S -0.4480 -2.7195 -1.6325
H -2.8680 -1.2112 1.1092
H -1.7765 -1.6782 2.1417
H -0.3311 0.2352 1.4859
H -1.9036 1.0744 1.3297
H -1.7503 1.2653 -0.8368
H -1.8342 -0.4759 -0.9805
H 1.0564 0.7303 -0.5143
H 0.1108 0.0984 -2.1499
H 0.6715 -3.1339 -2.2100
O 4.5343 2.3939 0.2794
H 3.7393 1.9292 0.4628
H 4.4166 3.1619 0.7991
*
```

Summary:
- energy above the lowest of the compared OMol25 structures with the same formula, charge and spin (kcal/mol) = 39.9

Population analysis type Löwdin, resulting atomic charges in e: N 0.000; C -0.390; C -0.286; C -0.537; S 0.436; S 0.338; H 0.017; H 0.113; H 0.118; H 0.089; H 0.102; H 0.095; H 0.063; H 0.074; H -0.230; O -0.021; H 0.006; H 0.013

=====

| no. | lowest unoccupied orbital energy (Ha) | E_tot (eV) | molecular weight (g/mol) |
| --- | --- | --- | --- |
| 1 | 0.02715 | -17661.443 | 109.194 |
| 2 | 0.03329 | -17660.825 | 109.194 |
| 3 | 0.02528 | -17661.390 | 109.194 |
| 4 | 0.02507 | -17661.028 | 109.194 |
| 5 | 0.02340 | -28496.456 | 141.261 |
| 6 | 0.02454 | -28496.031 | 141.261 |
| 7 | 0.01620 | -28497.347 | 141.261 |
| 8 | 0.00558 | -28495.867 | 141.261 |